Version w
2 unconnected molecules or ions with the total composition C5H4F3NO, computed with wB97M-V/def2-TZVPD.

Atoms and positions in Å:
C1 2.140 0.620 0.018
N1 0.910 0.662 -0.666
C2 -0.133 1.086 -0.207
C3 -1.271 1.635 0.080
F1 -1.654 2.874 -0.009
F2 -2.308 0.836 0.543
H1 2.425 -0.404 0.287
H2 2.000 1.334 0.955
H3 3.028 0.950 -0.674
O1 -2.810 -2.099 -0.844
C4 -1.774 -1.914 -0.354
C5 -0.566 -1.912 0.081
F3 -0.174 -1.307 1.194
H4 0.188 -2.363 -0.405

Computed properties:
Frontier orbital gap in eV: 9.0229

Results of the natural (NBO) charge analysis, in e, for atoms 1 through 6: -0.444 -0.353 0.194 0.579 -0.280 -0.334

---

Version x
2 unconnected molecules or ions with the total composition C5H4F3NO, computed with wB97M-V/def2-TZVPD.

Atoms and positions in Å:
C1 -0.278 -1.026 -1.795
C2 1.943 -0.956 1.211
C3 0.032 -0.097 -0.835
C4 -1.241 1.770 -1.617
C5 0.829 -1.071 2.175
N1 -0.523 -2.044 -2.277
O1 -0.259 1.126 -0.729
F1 0.299 0.024 2.723
F2 1.236 -1.798 3.233
F3 -0.235 -1.699 1.716
H1 2.613 -0.233 1.611
H2 -0.778 2.567 -2.028
H3 -1.885 2.237 -0.993
H4 -1.751 1.199 -2.397

Computed properties:
Frontier orbital gap (spin up / spin down) in eV: 7.9270 / 7.6563

Results of the natural (NBO) charge analysis, in e, for atoms 1 through 6: 0.042 -0.036 0.319 -0.280 0.785 -0.187

---

Most stable structure - version w; separation to the second - 3.360 eV.

---

Version w
A molecular structure, C15H25N4O4SSn, computed with wB97M-V/def2-TZVPD.

Atoms and positions in Å:
Sn1 0.198 0.141 -0.565
N1 0.228 0.091 1.772
C1 -0.440 0.985 2.747
C2 0.439 2.106 3.279
C3 0.611 3.344 2.395
C4 1.656 3.240 1.287
N2 1.069 2.688 0.060
H1 -0.205 -0.828 1.838
H2 1.207 -0.043 2.018
H3 -0.764 0.373 3.594
H4 -1.335 1.392 2.277
H5 1.419 1.700 3.551
H6 -0.017 2.424 4.219
H7 0.870 4.187 3.037
H8 -0.354 3.596 1.945
H9 2.466 2.573 1.597
H10 2.106 4.223 1.107
H11 1.725 2.762 -0.712
H12 0.252 3.235 -0.204
C5 -3.700 2.606 0.089
C6 -2.846 1.370 -0.030
O1 -1.633 1.562 -0.231
C7 -3.447 0.058 0.093
C8 -4.848 -0.032 0.270
C9 -5.493 -1.229 0.409
C10 -4.736 -2.408 0.383
C11 -3.379 -2.367 0.215
C12 -2.684 -1.146 0.055
O2 -1.392 -1.214 -0.100
H13 -3.057 3.479 0.030
H14 -4.249 2.616 1.029
H15 -4.428 2.646 -0.720
H16 -5.433 0.876 0.291
H17 -6.564 -1.267 0.537
H18 -5.230 -3.364 0.494
H19 -2.788 -3.273 0.187
S1 1.713 -2.785 -1.948
C13 1.703 -4.222 -0.985
N3 1.975 -4.202 0.300
C14 1.806 -5.527 0.896
C15 1.464 -6.414 -0.325
N4 1.390 -5.437 -1.417
H20 2.005 -3.288 0.771
H21 1.000 -5.510 1.629
H22 2.725 -5.842 1.388
H23 0.513 -6.933 -0.213
H24 2.246 -7.145 -0.530
H25 1.261 -5.677 -2.384
O3 2.464 -1.795 -0.904
O4 1.642 -1.507 0.244

Computed properties:
Total charge: +1
Frontier orbital gap in eV: 8.0706

Results of the natural (NBO) charge analysis, in e, for atoms 1 through 6: 1.371 -0.869 -0.216 -0.409 -0.411 -0.218

---

Version x
A molecular structure, C15H25N4O4SSn, computed with wB97M-V/def2-TZVPD.

Atoms and positions in Å:
Sn1 1.127 1.437 0.394
N1 -1.298 1.686 1.326
C1 -2.121 2.907 1.463
C2 -3.073 3.145 0.300
C3 -2.463 3.404 -1.077
C4 -2.015 2.146 -1.832
N2 -0.556 2.002 -1.818
H1 -1.856 0.901 1.007
H2 -0.952 1.407 2.241
H3 -1.435 3.751 1.574
H4 -2.727 2.862 2.370
H5 -3.681 4.006 0.586
H6 -3.765 2.298 0.220
H7 -1.620 4.096 -0.980
H8 -3.212 3.913 -1.685
H9 -2.411 2.172 -2.851
H10 -2.434 1.256 -1.354
H11 -0.124 2.818 -2.241
H12 -0.254 1.201 -2.361
C5 -0.524 -2.562 2.003
C6 0.260 -1.275 2.073
O1 0.149 -0.512 1.079
C7 1.033 -0.977 3.239
C8 0.975 -1.852 4.359
C9 1.652 -1.589 5.511
C10 2.449 -0.424 5.582
C11 2.550 0.431 4.523
C12 1.845 0.192 3.313
O2 1.975 1.037 2.343
H13 -0.994 -2.639 1.027
H14 -1.301 -2.580 2.769
H15 0.122 -3.425 2.164
H16 0.371 -2.748 4.305
H17 1.581 -2.258 6.357
H18 2.990 -0.205 6.495
H19 3.166 1.320 4.566
S1 0.168 -1.947 -1.691
C13 0.683 -2.059 -3.343
N3 -0.040 -2.521 -4.353
C14 0.750 -2.580 -5.596
C15 2.085 -1.924 -5.169
N4 1.887 -1.710 -3.729
H20 -0.988 -2.845 -4.268
H21 0.252 -2.028 -6.389
H22 0.881 -3.612 -5.913
H23 2.260 -0.977 -5.674
H24 2.936 -2.578 -5.340
H25 2.536 -1.266 -3.093
O3 1.609 0.074 -1.323
O4 1.549 -1.368 -1.105

Computed properties:
Total charge: +1
Frontier orbital gap in eV: 7.8031

Results of the natural (NBO) charge analysis, in e, for atoms 1 through 6: 1.454 -0.857 -0.218 -0.402 -0.416 -0.215

---

Most stable structure - version w; separation to the second - 0.568 eV.

---

Version w
2 unconnected molecules or ions with the total composition C2H8N5, computed with wB97M-V/def2-TZVPD.

Atoms and positions in Å:
C1 -0.095 -0.857 -0.355
C2 1.045 -0.228 -0.079
N1 1.268 1.099 0.206
N2 -1.912 0.175 -0.168
N3 2.123 -1.062 0.193
N4 -2.886 -0.520 0.199
N5 0.378 2.085 -0.129
H1 -0.189 -1.745 -1.021
H2 2.252 1.232 0.119
H3 1.802 -2.050 0.416
H4 2.789 -1.145 -0.544
H5 -3.634 0.016 0.596
H6 -2.918 -1.548 0.412
H7 0.459 2.772 0.558
H8 -0.482 1.776 -0.401

Computed properties:
Total charge: +1
Frontier orbital gap in eV: 6.7849

Results of the natural (NBO) charge analysis, in e, for atoms 1 through 6: -0.156 0.265 -0.371 -0.015 -0.768 -0.359

---

Version x
A molecular structure, C2H8N5, computed with wB97M-V/def2-TZVPD.

Atoms and positions in Å:
C1 0.046 1.345 -0.080
C2 0.834 2.527 -0.330
N1 0.754 -1.440 -0.402
N2 1.731 -1.324 0.137
N3 -0.780 0.528 0.064
N4 2.718 -1.009 0.721
N5 -2.354 -1.548 0.119
H1 0.116 3.385 -0.351
H2 1.061 2.273 -1.316
H3 1.532 2.669 0.544
H4 -1.601 -0.500 0.083
H5 3.690 -1.193 0.713
H6 -1.713 -2.310 0.087
H7 -2.970 -1.676 -0.763
H8 -3.064 -1.727 0.774

Computed properties:
Total charge: +1
Frontier orbital gap in eV: 10.7902

Results of the natural (NBO) charge analysis, in e, for atoms 1 through 6: 0.540 -0.738 -0.175 0.293 -0.439 -0.550

---

Version y
A gas-phase ion, C2H8N5 (charge +1), computed with wB97M-V/def2-TZVPD.

Atoms and positions in Å:
C1 -0.023 -1.430 0.213
C2 1.069 -0.697 -0.032
N1 0.995 0.694 -0.065
N2 -1.482 0.201 -0.555
N3 2.399 -1.002 -0.104
N4 -2.476 0.075 0.285
N5 -0.277 1.329 -0.068
H1 -0.808 -1.862 -0.315
H2 1.643 1.046 -0.713
H3 2.674 -1.878 0.252
H4 3.120 -0.285 0.209
H5 -3.324 0.561 -0.105
H6 -2.449 -0.535 1.058
H7 -0.394 2.085 -0.793
H8 -0.667 1.697 0.733

Computed properties:
Total charge: +1
Frontier orbital gap (spin up / spin down) in eV: 8.4563 / 8.4552

Results of the natural (NBO) charge analysis, in e, for atoms 1 through 6: -0.101 0.299 -0.424 -0.156 -0.765 -0.613

---

Version z
2 unconnected molecules or ions with the total composition C2H8N5, computed with wB97M-V/def2-TZVPD.

Atoms and positions in Å:
C1 -0.530 0.678 1.332
C2 -0.299 -0.133 2.537
N1 -1.049 1.920 1.381
N2 -1.069 2.385 0.196
N3 -0.209 0.358 0.065
N4 -0.574 1.467 -0.591
N5 0.994 -1.456 -2.383
H1 -1.125 -0.825 2.694
H2 -0.251 0.542 3.387
H3 0.626 -0.699 2.455
H4 0.618 -0.931 -1.549
H5 -0.478 1.604 -1.587
H6 0.806 -0.945 -3.253
H7 0.535 -2.377 -2.421
H8 2.006 -1.590 -2.262

Computed properties:
Total charge: +1
Frontier orbital gap in eV: 9.6385

Results of the natural (NBO) charge analysis, in e, for atoms 1 through 6: 0.316 -0.664 -0.238 0.014 -0.373 -0.179

---

Most stable structure - version z; separation to the second - 1.835 eV.

---

Version w
A gas-phase ion, C3N2O4 (charge -2), computed with wB97M-V/def2-TZVPD.

Atoms and positions in Å:
C1 -1.729 0.613 0.082
C2 -1.269 -0.601 0.192
C3 1.460 0.679 0.028
N1 -2.624 1.366 0.058
N2 -0.291 -1.278 -0.135
O1 2.431 1.176 -0.600
O2 1.027 -0.500 -0.581
O3 1.034 1.028 1.137
O4 -0.038 -2.483 -0.181

Computed properties:
Total charge: -2
Frontier orbital gap in eV: 6.9006

Results of the natural (NBO) charge analysis, in e, for atoms 1 through 6: 0.230 -0.241 0.934 -0.527 0.332 -0.825

---

Version x
2 unconnected molecules or ions with the total composition C3N2O4, computed with wB97M-V/def2-TZVPD.

Atoms and positions in Å:
C1 1.497 0.613 1.202
C2 1.065 0.016 0.039
C3 1.385 0.156 -1.293
N1 1.595 1.221 2.193
N2 -2.623 -0.535 0.037
O1 1.923 -1.015 -0.823
O2 -2.375 -0.515 1.275
O3 1.379 0.768 -2.333
O4 -3.846 -0.710 -0.298

Computed properties:
Total charge: -2
Frontier orbital gap in eV: 6.5307

Results of the natural (NBO) charge analysis, in e, for atoms 1 through 6: 0.230 -0.203 0.732 -0.504 0.237 -0.588

---

Most stable structure - version w; separation to the second - 0.179 eV.